No. 1
{"formula": "C30H54N2O4S2", "method": "ωB97M-V/def2-TZVPD", "species": ["C", "C", "C", "C", "C", "C", "S", "C", "S", "N", "C", "C", "O", "C", "C", "O", "C", "O", "C", "C", "C", "C", "C", "C", "N", "O", "H", "H", "H", "H", "H", "H", "H", "H", "H", "H", "H", "H", "H", "H", "H", "H", "H", "H", "H", "H", "H", "H", "H", "H", "H", "H", "C", "C", "C", "C", "C", "C", "H", "H", "H", "H", "H", "H", "H", "H", "H", "H", "H", "H", "H", "H", "C", "C", "C", "C", "C", "C", "H", "H", "H", "H", "H", "H", "H", "H", "H", "H", "H", "H", "H", "H"], "positions_angstrom": [[-1.19039, 2.10841, 2.34236], [-0.72469, 3.15383, 2.02677], [0.03909, 4.32518, 1.60813], [-0.06995, 4.46155, 0.08100], [-1.46191, 4.92915, -0.35512], [-1.61833, 4.76865, -1.87170], [-2.44363, 3.18389, -2.28662], [-1.07890, 2.37413, -3.13921], [-0.66235, 2.80996, -4.64308], [-0.46666, 1.38331, -2.37116], [0.91456, 1.07357, -2.74954], [1.48895, 0.11181, -1.68275], [0.53338, -0.20516, -0.68962], [-0.63547, -0.75735, -1.23337], [-1.23251, 0.13114, -2.34832], [-0.46062, 5.55710, 2.17852], [0.53754, 6.47980, 2.06696], [0.33575, 7.65314, 2.08125], [1.87371, 5.75979, 1.93283], [2.75384, 6.13335, 0.73295], [1.47681, 4.29564, 2.18903], [2.30421, 3.13939, 1.63090], [3.83533, 3.26394, 1.76044], [4.30677, 3.97550, 3.00070], [5.52126, 4.69600, 2.88956], [3.71765, 3.93184, 4.05064], [-1.60598, 1.16694, 2.62568], [0.13935, 3.50959, -0.41152], [0.64365, 5.18599, -0.31423], [-2.22056, 4.32216, 0.13509], [-1.60089, 5.97907, -0.10733], [-0.66370, 4.75086, -2.39074], [-2.24441, 5.55354, -2.28508], [1.48894, 1.99325, -2.81067], [0.91764, 0.60629, -3.74014], [1.84570, -0.81340, -2.14483], [2.30391, 0.60548, -1.15946], [-0.47855, -1.77207, -1.61627], [-1.35297, -0.80325, -0.41628], [-1.13412, -0.33160, -3.33795], [-2.27754, 0.36054, -2.15295], [2.43528, 6.06304, 2.82030], [2.80541, 5.30619, 0.02761], [2.43083, 7.05070, 0.24957], [3.77201, 6.28834, 1.08663], [1.33716, 4.17969, 3.25925], [2.00448, 2.25428, 2.19194], [2.02872, 2.92265, 0.59949], [4.25482, 2.25677, 1.81226], [4.24603, 3.70782, 0.85484], [5.85936, 4.68288, 1.93361], [6.24793, 4.26157, 3.44960], [-4.47248, -4.29254, 3.62016], [-2.95148, -4.31430, 3.74091], [-2.39490, -3.19962, 4.62524], [-2.67616, -1.78173, 4.12662], [-2.16121, -1.48345, 2.71967], [-0.64406, -1.59812, 2.58707], [-4.82887, -3.37225, 3.15505], [-4.82376, -5.12478, 3.00869], [-4.94167, -4.37923, 4.60219], [-2.50457, -4.26424, 2.74402], [-2.64490, -5.27472, 4.16302], [-1.31617, -3.34105, 4.73553], [-2.81393, -3.30203, 5.63096], [-2.22551, -1.07178, 4.82753], [-3.75220, -1.58967, 4.15787], [-2.46643, -0.46825, 2.45002], [-2.64226, -2.14426, 1.99297], [-0.13737, -0.91900, 3.27681], [-0.32324, -1.34341, 1.57647], [-0.29897, -2.61183, 2.79527], [1.78258, -3.89631, -3.19651], [1.61209, -5.12139, -4.08869], [0.28872, -5.13224, -4.85196], [-0.96162, -5.16810, -3.97151], [-1.03810, -6.35123, -3.00800], [-1.07881, -7.70513, -3.71084], [1.01701, -3.85059, -2.41964], [2.75307, -3.91245, -2.69819], [1.72529, -2.97791, -3.78649], [1.71033, -6.02839, -3.48644], [2.42963, -5.14791, -4.81346], [0.28085, -5.98664, -5.53401], [0.23881, -4.24238, -5.48755], [-1.84219, -5.18230, -4.62119], [-1.03021, -4.23951, -3.39633], [-1.93970, -6.24294, -2.39956], [-0.19629, -6.32614, -2.31053], [-1.93512, -7.76678, -4.38535], [-1.16623, -8.51439, -2.98489], [-0.17458, -7.88516, -4.29397]], "atomic_forces_ev_per_a": [[-0.6, -1.1, 0.3], [0.5, 1.1, 0.1], [0.2, -0.2, -0.1], [-0.3, 0.0, -0.2], [0.4, -0.2, -0.4], [-0.3, -0.3, 0.2], [-0.2, -0.3, -0.1], [-0.3, -0.1, 0.3], [0.4, 0.2, 0.0], [0.4, 0.3, -0.8], [-0.4, -0.4, 0.0], [-0.2, 0.1, 0.0], [0.2, 0.0, 0.0], [-0.6, 0.1, 0.0], [0.3, 0.3, 0.5], [-0.3, 0.1, -0.1], [0.1, -0.4, -0.3], [-0.1, 0.2, 0.1], [0.6, 0.0, 1.1], [0.1, -0.4, 0.2], [-0.5, 0.0, -1.2], [0.2, -0.2, 0.6], [-0.7, 0.1, -0.5], [0.4, 0.4, 0.2], [0.1, -0.8, -0.6], [0.0, -0.3, 0.0], [0.1, 0.2, 0.0], [0.0, -0.2, 0.2], [0.2, 0.0, 0.2], [-0.1, 0.2, 0.2], [-0.1, 0.0, 0.2], [0.0, 0.3, -0.1], [0.0, 0.0, -0.1], [0.0, 0.1, 0.0], [0.2, 0.0, -0.1], [0.1, 0.0, -0.1], [0.1, -0.2, 0.1], [0.2, 0.0, 0.0], [0.1, -0.1, 0.1], [-0.1, -0.1, 0.0], [-0.1, -0.1, 0.0], [-0.1, 0.3, 0.0], [-0.2, 0.2, -0.3], [-0.1, 0.0, -0.1], [0.1, 0.1, 0.0], [0.2, -0.1, 0.1], [-0.1, 0.0, 0.0], [0.2, 0.1, -0.1], [0.1, 0.0, 0.0], [0.2, 0.2, 0.1], [0.0, 0.0, 0.0], [-0.2, 0.5, 0.5], [0.1, 0.0, -0.1], [-0.1, 0.0, 0.1], [0.1, 0.0, 0.0], [-0.1, 0.0, 0.0], [0.1, 0.0, 0.1], [-0.1, 0.0, -0.1], [0.0, 0.0, 0.0], [0.0, 0.0, 0.0], [0.0, 0.0, 0.0], [0.0, 0.0, 0.0], [0.0, 0.0, 0.0], [0.0, 0.0, 0.0], [0.0, 0.0, 0.0], [0.0, 0.0, 0.0], [0.0, 0.0, 0.0], [-0.1, -0.1, -0.1], [0.0, 0.0, 0.0], [0.0, 0.0, 0.0], [0.1, 0.0, 0.0], [0.0, 0.0, 0.0], [0.1, -0.1, 0.0], [0.0, 0.1, 0.0], [0.0, -0.1, 0.0], [0.0, 0.0, 0.0], [-0.1, 0.0, -0.1], [0.0, 0.0, 0.1], [0.0, 0.0, 0.0], [0.0, 0.0, 0.0], [0.0, 0.0, 0.0], [0.0, 0.0, 0.0], [0.0, 0.0, 0.0], [0.0, 0.0, 0.0], [0.0, 0.0, 0.0], [0.0, 0.0, 0.0], [0.0, 0.0, 0.0], [0.0, 0.0, 0.0], [0.0, 0.0, 0.0], [0.0, 0.0, 0.0], [0.0, 0.0, 0.0], [0.0, 0.0, 0.0]], "e_tot_ev": -64824.59540, "charge": 0}

No. 2
{"formula": "C4H13NO2", "method": "ωB97M-V/def2-TZVPD", "species": ["C", "C", "N", "C", "C", "H", "H", "H", "H", "H", "H", "H", "H", "H", "O", "H", "H", "O", "H", "H"], "positions_angstrom": [[0.68418, 1.70960, 1.18762], [-0.15468, 1.45343, 0.17396], [0.41791, 1.14551, -1.08099], [-0.38390, 0.48322, -2.11579], [-1.10891, -0.76231, -1.68994], [0.35347, 1.98420, 2.18194], [1.74689, 1.79253, 0.99119], [-1.23482, 1.52450, 0.18107], [1.03929, 1.87131, -1.41713], [-1.01589, 1.28041, -2.50390], [0.21124, 0.14154, -2.96108], [-1.55413, -1.31359, -2.52676], [-0.33553, -1.44065, -1.32989], [-1.95063, -0.70176, -0.99668], [-1.16627, -1.89198, 1.35016], [-0.53913, -2.28602, 1.97947], [-0.76555, -1.20368, 0.82459], [1.56033, -1.32419, 1.61661], [1.18595, -0.48983, 1.29840], [2.45392, -1.07646, 1.92200]], "atomic_forces_ev_per_a": [[-0.8, 0.5, 0.3], [1.4, -0.1, -0.8], [0.1, -0.6, 0.1], [-0.5, 1.3, -0.4], [-0.2, -0.9, 0.1], [-0.2, 0.1, -0.2], [0.0, -0.4, 0.0], [-0.1, -0.4, 0.5], [-0.1, -0.4, 0.0], [-0.7, -0.3, -0.4], [0.6, 0.4, 0.2], [0.2, 0.4, -0.3], [-0.2, -0.2, 0.5], [0.4, 0.4, 0.3], [-0.9, -0.7, 0.5], [0.1, 0.7, -0.7], [0.6, -0.1, 0.2], [0.8, 0.2, 0.2], [0.0, 0.1, 0.1], [-0.6, -0.2, -0.2]], "e_tot_ev": -9942.73078, "charge": 0}

The HOMO level results, record by record, are as follows: -8.400 -8.582 eV.